C27H36MoN3O3 | wB97M-V/def2-TZVPD

Computed properties:
- HOMO-LUMO gap (spin up / spin down) (eV) = 6.07 / 5.73
- energy above the lowest of the compared OMol25 structures with the same formula, charge and spin (eV) = 0.810
- net charge = -1
- HOMO level (spin up / spin down) (eV) = -3.17 / -2.83
- E_LUMO (spin up / spin down) (Eh) = 0.1066 / 0.1065
- molar mass (g/mol) = 546.54
- multiplicity = 3
- <S²> = 2.36

Structure (XYZ):
```
70
C27H36MoN3O3, DFT wB97M-V/def2-TZVPD
Mo -0.504 0.637 -0.356
C 0.943 4.719 -0.540
C 0.369 3.440 0.024
O 0.371 2.455 -0.788
C -0.096 3.422 1.334
C -0.634 2.335 2.057
C -0.975 2.522 3.508
N -0.870 1.148 1.503
N -1.403 0.181 2.341
C -1.556 -0.958 1.714
O -1.290 -1.124 0.467
C -1.941 -2.126 2.539
C -2.267 -1.989 3.890
C -2.555 -3.102 4.659
C -2.523 -4.373 4.097
C -2.211 -4.514 2.753
C -1.924 -3.401 1.979
H 1.989 4.564 -0.810
H 0.872 5.543 0.168
H 0.403 4.976 -1.453
H 0.014 4.345 1.888
H -0.604 3.478 3.875
H -0.551 1.708 4.094
H -2.059 2.473 3.639
H -2.282 -0.994 4.314
H -2.805 -2.984 5.707
H -2.732 -5.245 4.705
H -2.191 -5.502 2.307
H -1.670 -3.498 0.931
C -4.466 2.309 -0.273
O -3.194 1.790 0.042
C -2.297 1.380 -0.928
C -2.751 1.514 -2.371
H -4.407 3.228 -0.866
H -4.937 2.545 0.680
H -5.087 1.581 -0.805
H -3.658 2.102 -2.522
H -2.924 0.523 -2.802
H -1.955 1.987 -2.954
C 3.873 -2.522 -4.165
C 2.707 -1.769 -3.575
C 1.633 -1.407 -4.381
C 0.557 -0.718 -3.821
C -0.623 -0.340 -4.680
C 0.590 -0.403 -2.483
C 1.671 -0.736 -1.599
C 2.729 -1.451 -2.225
N 1.501 -0.326 -0.334
C 2.465 -0.400 0.764
C 3.786 -1.141 0.498
C 1.816 -1.104 1.965
C 2.841 1.035 1.170
H 3.710 -2.736 -5.222
H 4.024 -3.469 -3.642
H 4.796 -1.945 -4.071
H 1.627 -1.656 -5.437
H -0.444 -0.628 -5.717
H -0.808 0.734 -4.650
H -1.530 -0.842 -4.338
H -0.282 0.153 -2.094
H 3.591 -1.784 -1.672
H 3.614 -2.188 0.246
H 4.385 -1.111 1.411
H 4.366 -0.664 -0.293
H 1.406 -2.068 1.655
H 1.009 -0.509 2.384
H 2.552 -1.272 2.758
H 3.353 1.532 0.342
H 3.499 1.033 2.045
H 1.947 1.607 1.412
```

***

C34H44NOP2S5SbSe4TcTe | wB97M-V/def2-TZVPD

Computed properties:
- HOMO-LUMO gap (spin up / spin down) (eV) = 5.04 / 4.72
- energy above the lowest of the compared OMol25 structures with the same formula, charge and spin (eV) = 0.000
- net charge = +2
- HOMO level (spin up / spin down) (eV) = -11.95 / -11.95
- E_LUMO (spin up / spin down) (Eh) = -0.2539 / -0.2655
- molar mass (g/mol) = 1368.21
- multiplicity = 2
- <S²> = 0.81

Structure (XYZ):
```
94
C34H44NOP2S5SbSe4TcTe, DFT wB97M-V/def2-TZVPD
Tc -1.134 0.666 -1.263
C -3.514 -1.883 -2.294
P -1.871 -1.621 -1.587
C -1.892 -2.592 -0.053
C -0.761 -2.569 -2.667
C -0.939 -3.937 -2.866
C -0.089 -4.628 -3.713
C 0.941 -3.962 -4.369
C 1.116 -2.601 -4.186
C 0.263 -1.903 -3.334
P 0.372 -0.120 -3.104
C 2.125 0.248 -2.836
C 0.050 0.593 -4.736
H -3.791 -2.933 -2.184
H -3.497 -1.638 -3.355
H -4.256 -1.258 -1.792
H -2.058 -3.645 -0.280
H -2.692 -2.236 0.595
H -0.939 -2.495 0.467
H -1.739 -4.472 -2.371
H -0.230 -5.689 -3.867
H 1.602 -4.508 -5.029
H 1.911 -2.089 -4.712
H 2.697 0.017 -3.735
H 2.501 -0.349 -2.011
H 2.242 1.308 -2.611
H 0.770 0.206 -5.458
H 0.139 1.680 -4.688
H -0.958 0.336 -5.058
Se -4.383 4.327 -0.068
Sb -4.573 2.251 -1.088
Se -2.764 0.731 0.375
Se -2.494 1.932 -2.851
Se -6.262 0.710 -1.553
C 1.661 2.803 0.658
C 0.825 1.788 -0.037
O 0.290 2.143 -1.160
N 0.506 0.552 0.313
Te 0.452 -0.241 2.167
C 2.071 -1.576 2.444
C 3.209 -1.737 1.658
C 3.579 -0.861 0.497
C 4.096 -2.753 2.003
C 3.892 -3.580 3.096
C 4.867 -4.663 3.452
C 2.750 -3.377 3.868
C 1.823 -2.396 3.563
C 0.611 -2.243 4.452
C 0.862 1.259 3.585
C -0.255 1.710 4.308
C -1.689 1.329 4.044
C -0.030 2.564 5.383
C 1.243 2.960 5.761
C 1.462 3.881 6.923
C 2.325 2.492 5.018
C 2.170 1.650 3.932
C 3.408 1.228 3.192
H 1.489 3.770 0.194
H 2.716 2.542 0.545
H 1.435 2.853 1.721
H 2.767 -0.208 0.192
H 3.872 -1.473 -0.357
H 4.442 -0.241 0.752
H 4.984 -2.887 1.396
H 5.709 -4.685 2.763
H 4.381 -5.639 3.430
H 5.253 -4.516 4.461
H 2.576 -4.005 4.734
H 0.678 -2.931 5.292
H -0.320 -2.474 3.928
H 0.531 -1.238 4.878
H -1.860 0.819 3.098
H -2.312 2.223 4.039
H -2.058 0.681 4.841
H -0.886 2.923 5.942
H 0.535 4.082 7.455
H 1.873 4.832 6.581
H 2.178 3.452 7.624
H 3.328 2.804 5.291
H 4.118 2.053 3.160
H 3.203 0.927 2.170
H 3.897 0.388 3.692
C -6.979 2.777 -4.613
S -5.491 3.657 -4.075
C -4.425 3.290 -5.433
C -3.673 2.183 -5.585
S -3.605 0.847 -4.446
S -2.666 2.106 -7.006
C -3.102 3.666 -7.671
S -2.505 4.251 -9.054
S -4.271 4.499 -6.670
H -7.759 3.030 -3.898
H -6.807 1.704 -4.607
H -7.270 3.128 -5.600
```

***

C25H37FP | wB97M-V/def2-TZVPD

Computed properties:
- HOMO-LUMO gap (eV) = 4.75
- energy above the lowest of the compared OMol25 structures with the same formula, charge and spin (eV) = 0.135
- net charge = +1
- HOMO level (eV) = -10.78
- E_LUMO (Eh) = -0.2217
- molar mass (g/mol) = 387.54

Structure (XYZ):
```
64
C25H37FP, DFT wB97M-V/def2-TZVPD
C -3.433 -3.098 1.786
C -2.521 -2.485 0.720
C -1.944 -1.133 1.152
C -0.889 -0.537 0.216
P 0.459 -1.700 -0.327
C 1.097 -0.591 -1.701
C 1.071 -1.187 -3.120
C 1.790 -2.521 -3.334
C 1.741 -2.941 -4.804
C 1.654 -1.211 1.019
C 3.038 -1.797 0.768
C 4.048 -1.434 1.866
C 4.502 0.023 1.792
H -3.979 -3.962 1.386
H -2.862 -3.449 2.656
H -4.167 -2.363 2.143
H -1.700 -3.175 0.474
H -3.095 -2.347 -0.208
H -2.768 -0.414 1.225
H -1.528 -1.217 2.166
H -1.360 -0.187 -0.716
H -0.427 0.330 0.716
H 0.418 0.278 -1.715
H 2.107 -0.222 -1.450
H 0.026 -1.320 -3.441
H 1.503 -0.442 -3.808
H 2.833 -2.443 -3.006
H 1.315 -3.285 -2.704
H 2.309 -3.859 -4.973
H 0.708 -3.122 -5.109
H 2.145 -2.156 -5.450
H 1.680 -0.111 1.094
H 1.235 -1.603 1.961
H 2.946 -2.888 0.693
H 3.420 -1.439 -0.199
H 3.606 -1.634 2.849
H 4.920 -2.089 1.765
H 5.281 0.237 2.532
H 4.906 0.249 0.797
H 3.665 0.708 1.980
F 0.038 -9.750 -1.198
C 0.042 -8.641 -0.389
C -1.170 -8.007 -0.126
C -1.167 -6.916 0.727
C 0.039 -6.422 1.308
C -0.030 -5.349 2.257
C 0.587 -5.344 3.533
C 0.093 -4.426 4.516
C 0.766 -4.242 5.713
C 1.958 -4.942 5.967
C 2.373 -5.952 5.083
C 1.637 -6.231 3.938
C 1.252 -7.089 0.966
C 1.253 -8.214 0.150
H -2.091 -8.401 -0.541
H -2.100 -6.442 1.024
H -0.781 -4.571 2.087
H -0.838 -3.889 4.300
H 0.373 -3.543 6.454
H 2.546 -4.708 6.857
H 3.276 -6.525 5.311
H 1.867 -7.115 3.346
H 2.197 -6.722 1.379
H 2.173 -8.776 -0.026
```

***

Calculated strongest force on any atom, 0.038 0.014 0.037 hartree/bohr (same order as the records).